Here is a molecular structure, C21H17MgN4OSbSe4 from the Open Molecules 2025 dataset. Energies are from ωB97M-V with the def2-TZVPD basis set.

Last column: Löwdin charge in e.
Geometry (Å):
Mg: 2.54 -0.18 -4.49  0.03
C: -4.42 -0.69 7.54  -0.10
O: -3.39 0.22 7.20  -0.09
C: -2.89 0.15 5.94  -0.29
C: -1.87 1.05 5.63  0.00
C: -1.30 1.05 4.38  -0.01
C: -1.72 0.16 3.39  -0.15
C: -2.73 -0.74 3.71  -0.03
C: -3.32 -0.75 4.98  -0.02
C: -1.08 0.19 2.07  -0.28
N: -0.11 1.00 1.72  0.19
C: 0.18 0.68 0.42  -0.16
C: -0.63 -0.34 -0.02  -0.13
N: -1.43 -0.65 1.05  0.17
C: -0.58 -0.89 -1.34  -0.08
C: -1.41 -1.89 -1.85  -0.02
C: -1.25 -2.30 -3.16  -0.05
C: -0.27 -1.68 -3.94  -0.10
N: 0.52 -0.74 -3.47  0.07
C: 0.39 -0.34 -2.20  -0.13
C: 1.29 0.72 -1.74  -0.13
N: 2.20 1.15 -2.62  0.09
C: 2.99 2.16 -2.30  -0.10
C: 2.92 2.78 -1.04  -0.03
C: 2.02 2.32 -0.11  -0.01
C: 1.17 1.26 -0.45  -0.08
H: -4.69 -0.48 8.57  0.09
H: -4.08 -1.73 7.46  0.09
H: -5.30 -0.55 6.90  0.09
H: -1.55 1.74 6.40  0.12
H: -0.51 1.75 4.13  0.11
H: -3.09 -1.45 2.98  0.10
H: -4.10 -1.47 5.18  0.10
H: -2.14 -1.36 1.07  0.14
H: -2.17 -2.35 -1.23  0.10
H: -1.88 -3.07 -3.59  0.10
H: -0.10 -1.96 -4.97  0.12
H: 3.71 2.45 -3.06  0.04
H: 3.59 3.60 -0.82  0.10
H: 1.95 2.75 0.88  0.11
C: 3.22 -2.05 -3.59  -0.26
H: 4.27 -2.21 -3.87  -0.06
H: 2.66 -2.93 -3.95  -0.07
H: 3.16 -2.07 -2.49  -0.07
Se: 5.04 1.05 -5.00  -0.16
Sb: 3.93 1.60 -7.17  -0.40
Se: 1.57 0.87 -6.54  -0.17
Se: 3.93 4.00 -7.64  -0.41
Se: 4.80 0.18 -8.96  -0.40

gap between HOMO and LUMO = 3.11 eV
energy above the lowest of the compared OMol25 structures with the same formula, charge and spin = 0.0 kcal per mole
charge = -2
2S+1 = 1
highest occupied orbital energy = -0.55 eV
total energy = -303434.40714 eV